(1)
Here is an isolated molecule of C3H7N3 in a non-equilibrium geometry from the Open Molecules 2025 dataset. Energies are from ωB97M-V with the def2-TZVPD basis set.

Each line ends with the Mulliken charge.
CARTESIAN COORDINATES (ANGSTROEM)
H 0.949 2.125 0.149  0.234
N 1.417 1.241 0.224  -0.770
C 0.879 0.192 -0.256  0.593
N 1.551 -1.014 -0.099  -0.501
N -0.442 0.002 -0.707  -0.260
C -1.302 0.758 -0.140  -0.554
C -1.139 -0.775 0.410  -0.515
H 1.303 -1.834 -0.619  0.236
H 2.589 -0.405 -0.173  0.367
H -0.972 1.387 0.606  0.443
H -2.237 0.913 -0.775  0.216
H -1.928 -1.404 -0.055  0.255
H -0.666 -1.187 1.435  0.256

Calculated values
SMILES: [H]/N=C(/N)N1CC1
HOMO-LUMO gap in eV: 10.377
ΔE to the lowest compared entry with this formula, charge and spin in kcal per mole: 86.0
Net charge: 0
LUMO in eV: 1.118
HOMO level in eV: -9.3


(2)
Here is an isolated molecule of C3H5N3O2S in a non-equilibrium geometry from the Open Molecules 2025 dataset. Energies are from ωB97M-V with the def2-TZVPD basis set.

Each line ends with the Mulliken charge.
CARTESIAN COORDINATES (ANGSTROEM)
N 1.105 -1.335 0.311  -0.290
C 0.052 -0.611 0.463  0.338
N -0.662 -0.151 1.499  0.266
N -1.597 0.831 1.288  -0.873
C -1.630 1.141 0.005  -0.279
C -0.930 0.332 -0.778  0.001
S -0.164 0.623 -2.290  0.830
O -1.024 0.706 -3.464  -0.560
O 0.975 -0.310 -2.228  -0.695
H 1.287 -1.338 -0.739  0.357
H 1.592 -1.770 0.990  0.133
H -0.600 -0.308 2.460  0.182
H -2.294 1.840 -0.435  0.456
H 0.509 1.967 -2.372  0.134

Calculated values
SMILES: Nc1[nH]ncc1[SH](=O)=O
HOMO-LUMO gap in eV: 8.816
ΔE to the lowest compared entry with this formula, charge and spin in kcal per mole: 67.7
Net charge: 0
LUMO in eV: 0.481
HOMO level in eV: -8.3


(3)
Here is a cluster of 8 separate species, C29H68N2O21PS7 in total in a non-equilibrium geometry from the Open Molecules 2025 dataset. Energies are from ωB97M-V with the def2-TZVPD basis set.

Each line ends with the Mulliken charge.
CARTESIAN COORDINATES (ANGSTROEM)
C 1.737 -3.122 0.861  -0.922
C 1.221 -1.860 0.908  -0.372
C 1.777 -0.740 0.174  1.066
N 3.007 -0.814 -0.344  0.684
N 3.657 0.114 -1.035  -0.986
C 2.988 1.220 -1.216  -0.600
C 1.667 1.425 -0.758  -0.278
C 1.028 0.447 -0.042  0.160
P -0.667 0.837 0.547  0.480
C -1.823 -0.531 0.174  -1.211
C -0.542 1.069 2.370  -1.126
H 1.183 -3.983 0.504  0.275
H 2.778 -3.286 1.151  0.299
H 0.364 -1.632 1.535  0.410
H 3.523 -1.679 -0.223  -0.093
H 3.502 2.001 -1.761  0.664
H 1.171 2.364 -0.984  0.331
H -2.078 -1.092 1.073  0.370
H -1.487 -1.172 -0.639  0.463
H -2.747 -0.056 -0.153  0.310
H -0.274 2.110 2.538  0.372
H 0.269 0.480 2.807  0.421
H -1.492 0.809 2.834  0.297
O -6.476 -2.236 2.660  -0.668
S -5.890 -0.950 2.447  1.113
O -4.514 -0.864 2.039  -0.472
O -6.096 -0.062 3.742  -0.271
C -5.701 -0.621 5.020  -0.518
C -4.205 -0.575 5.245  -0.821
C -6.885 0.003 1.360  -1.046
H -6.086 -1.637 5.105  0.353
H -6.218 -0.014 5.759  0.299
H -3.682 -1.251 4.570  0.253
H -3.970 -0.873 6.265  0.377
H -3.823 0.432 5.072  0.269
H -7.915 -0.032 1.703  0.331
H -6.808 -0.443 0.371  0.379
H -6.510 1.023 1.349  0.415
O -2.209 -2.768 6.476  -0.542
S -1.752 -3.643 7.518  1.178
O -1.132 -3.091 8.680  -0.618
O -0.795 -4.739 6.878  -0.308
C 0.300 -4.277 6.061  -0.281
C 1.463 -3.762 6.885  -1.000
C -3.044 -4.730 7.998  -0.977
H -0.063 -3.522 5.362  0.269
H 0.601 -5.147 5.479  0.273
H 1.203 -2.843 7.407  0.296
H 2.316 -3.560 6.235  0.374
H 1.755 -4.496 7.635  0.274
H -3.477 -5.178 7.108  0.321
H -3.784 -4.130 8.524  0.376
H -2.633 -5.488 8.660  0.354
O -1.231 5.712 -0.821  -0.723
S -1.519 4.574 -1.641  1.414
O -0.430 3.782 -2.153  -0.610
O -2.446 5.014 -2.834  -0.319
C -2.026 6.158 -3.634  -0.378
C -0.936 5.810 -4.623  -0.716
C -2.641 3.511 -0.816  -0.751
H -1.723 6.968 -2.972  0.329
H -2.928 6.476 -4.151  0.299
H 0.002 5.577 -4.121  0.050
H -0.762 6.657 -5.286  0.391
H -1.221 4.943 -5.220  0.267
H -3.492 4.078 -0.449  0.446
H -2.068 3.082 0.002  0.025
H -2.963 2.733 -1.505  0.328
O 2.458 7.279 -3.310  -0.619
S 3.283 6.739 -2.272  1.158
O 4.029 7.610 -1.419  -0.621
O 4.266 5.663 -2.913  -0.173
C 5.054 6.084 -4.056  -0.404
C 6.246 6.927 -3.660  -1.010
C 2.345 5.623 -1.294  -0.902
H 4.410 6.605 -4.766  0.348
H 5.379 5.159 -4.527  0.262
H 5.936 7.894 -3.267  0.300
H 6.880 7.098 -4.531  0.390
H 6.830 6.428 -2.887  0.269
H 1.819 4.939 -1.956  0.121
H 1.631 6.211 -0.721  0.457
H 3.020 5.093 -0.625  0.400
O 8.164 -0.812 0.907  -0.649
S 7.441 -1.964 1.342  1.143
O 7.765 -2.608 2.574  -0.596
O 7.395 -3.026 0.173  -0.114
C 8.666 -3.427 -0.424  -0.231
C 9.412 -4.420 0.440  -1.174
C 5.713 -1.595 1.347  -0.780
H 9.266 -2.542 -0.635  0.392
H 8.400 -3.869 -1.378  0.134
H 9.763 -3.964 1.365  0.334
H 10.276 -4.798 -0.105  0.410
H 8.767 -5.256 0.711  0.290
H 5.465 -1.143 0.390  0.135
H 5.536 -0.893 2.159  0.470
H 5.164 -2.520 1.520  0.224
O 7.364 -2.719 -3.263  -0.629
S 6.234 -3.396 -3.824  1.201
O 6.401 -4.648 -4.488  -0.630
O 5.444 -2.392 -4.758  -0.257
C 6.201 -1.704 -5.793  -0.346
C 6.479 -2.587 -6.989  -1.001
C 4.990 -3.563 -2.587  -0.886
H 7.120 -1.306 -5.363  0.337
H 5.578 -0.859 -6.076  0.269
H 7.171 -3.390 -6.740  0.300
H 6.918 -1.991 -7.789  0.395
H 5.558 -3.045 -7.352  0.271
H 4.847 -2.589 -2.122  0.110
H 5.357 -4.287 -1.862  0.420
H 4.077 -3.920 -3.056  0.435
O -9.740 -0.336 -0.194  -0.585
S -10.858 -1.080 -0.705  1.206
O -10.636 -2.356 -1.306  -0.618
O -11.670 -0.154 -1.702  -0.298
C -10.940 0.496 -2.770  -0.303
C -10.633 -0.443 -3.916  -0.974
C -12.099 -1.218 0.531  -0.973
H -10.034 0.949 -2.365  0.286
H -11.590 1.303 -3.100  0.275
H -9.915 -1.208 -3.623  0.289
H -10.214 0.121 -4.750  0.388
H -11.537 -0.950 -4.249  0.270
H -12.289 -0.235 0.950  0.316
H -11.714 -1.892 1.293  0.373
H -12.995 -1.632 0.076  0.348

Calculated values
HOMO-LUMO gap in eV: 6.118
Net charge: +1
LUMO in eV: -5.328
HOMO level in eV: -11.4


(4)
Here is a cluster of 2 separate species, C5H5N in total in a non-equilibrium geometry from the Open Molecules 2025 dataset. Energies are from ωB97M-V with the def2-TZVPD basis set.

Each line ends with the Mulliken charge.
CARTESIAN COORDINATES (ANGSTROEM)
C -0.386 1.505 -1.127  -0.283
C 0.375 0.618 -0.506  -0.282
C -0.900 0.100 -0.912  0.269
C -1.807 -0.821 -0.983  -0.770
C 1.809 -0.177 1.126  0.039
N 1.278 -0.011 2.187  -0.390
H -0.484 2.560 -1.392  0.308
H -1.569 -1.715 -0.581  0.293
H -2.686 -0.693 -1.598  0.237
H 2.665 -0.801 0.817  0.299
H 1.705 -0.568 2.969  0.280

Calculated values
HOMO-LUMO gap (alpha / beta) in eV: 7.899 / 7.897
ΔE to the lowest compared entry with this formula, charge and spin in kcal per mole: 168.1
Net charge: 0
LUMO (alpha / beta) in eV: -0.099 / -0.100
HOMO level (alpha / beta) in eV: -8.0 / -8.0


Number 1: electronic energy -282.63723 a.u.. Number 2: electronic energy -830.10436 a.u.. Number 3: electronic energy -5963.56050 a.u.. Number 4: electronic energy -248.00711 a.u..